Formula: C40H65N2O7PSi2Ti
Source: OMol25
Level of theory: the ωB97M-V functional and the def2-TZVPD basis

Structure (XYZ):
```
118
Properties=species:S:1:pos:R:3:forces:R:3
Ti -0.267 0.975 0.108 -0.3 1.0 0.6
C 0.404 0.555 4.752 -0.5 0.2 0.1
N 1.518 0.621 3.826 -0.3 0.2 -0.5
C 2.741 0.043 4.329 0.4 -0.2 0.0
C 1.300 0.986 2.571 0.7 -0.1 0.5
O 0.190 1.400 2.182 -0.2 -0.3 -0.5
C 2.401 0.856 1.524 0.2 -0.6 0.4
O 1.917 1.294 0.254 -0.2 0.3 0.0
C 2.257 2.609 -0.160 0.1 0.4 -0.3
C 1.021 3.505 -0.038 0.7 0.8 -0.3
O -0.080 2.923 0.125 0.0 1.1 0.0
N 1.141 4.816 -0.118 -0.3 -0.9 0.1
C 2.331 5.514 -0.548 0.5 0.3 -0.1
C -0.012 5.671 0.078 -0.5 0.2 0.1
H 0.660 1.054 5.685 0.1 0.0 0.0
H -0.461 1.044 4.313 0.1 -0.1 0.1
H 0.167 -0.488 4.966 0.0 0.0 0.0
H 2.860 0.339 5.371 0.0 0.0 -0.1
H 2.684 -1.046 4.287 0.1 0.0 0.0
H 3.609 0.381 3.775 0.1 0.0 -0.1
H 3.328 1.373 1.796 -0.2 -0.1 -0.1
H 2.577 -0.228 1.381 0.1 0.5 0.2
H 3.103 2.989 0.425 -0.2 -0.1 -0.2
H 2.532 2.536 -1.225 0.0 0.1 0.3
H 3.170 4.848 -0.716 0.0 -0.1 0.0
H 2.115 6.031 -1.485 0.0 -0.1 0.0
H 2.609 6.264 0.193 0.0 -0.1 0.0
H -0.830 5.083 0.486 0.0 0.1 0.0
H 0.255 6.470 0.769 0.0 0.0 0.0
H -0.319 6.110 -0.871 0.0 0.0 0.0
C -3.927 -0.379 -4.675 0.0 0.0 0.0
C -4.028 0.455 -3.573 -0.1 0.0 0.0
C -2.881 0.887 -2.934 0.2 0.1 0.2
C -1.613 0.495 -3.364 0.3 0.0 0.6
C -1.537 -0.324 -4.488 0.2 0.1 0.1
C -2.679 -0.762 -5.135 0.0 0.0 0.0
Si -0.071 1.135 -2.420 -0.3 0.9 -1.9
C -0.026 2.981 -2.983 0.0 -0.5 0.3
C -1.032 3.882 -2.627 -0.1 -0.1 0.1
C -1.090 5.154 -3.172 -0.1 0.0 0.0
C -0.126 5.561 -4.082 0.1 0.0 0.0
C 0.884 4.687 -4.448 0.0 0.2 0.0
C 0.926 3.415 -3.904 0.1 -0.3 0.1
H -4.819 -0.705 -5.184 -0.1 -0.1 -0.1
H -5.003 0.767 -3.224 -0.1 0.1 0.0
H -2.953 1.585 -2.105 -0.1 -0.1 0.0
H -0.569 -0.605 -4.869 0.1 -0.2 -0.1
H -2.598 -1.409 -5.996 0.0 0.0 -0.1
H 1.139 0.574 -3.111 -0.1 -0.1 0.4
H -1.797 3.575 -1.920 0.0 0.1 0.0
H -1.900 5.821 -2.908 0.0 0.0 0.0
H -0.170 6.550 -4.511 0.0 0.1 -0.1
H 1.626 4.986 -5.173 0.1 0.0 -0.1
H 1.697 2.728 -4.224 0.1 -0.1 -0.1
C -4.286 1.775 0.179 0.4 0.2 -0.4
P -2.732 0.877 0.610 -1.8 -0.6 0.7
C -3.235 -0.875 0.427 0.3 0.1 -0.1
C -2.766 1.225 2.405 0.2 0.0 0.0
C -2.716 2.569 2.777 0.0 -0.1 -0.1
C -2.890 2.935 4.098 0.0 0.1 0.0
C -3.079 1.964 5.071 0.0 -0.1 0.0
C -3.071 0.627 4.714 -0.1 0.0 0.1
C -2.923 0.254 3.386 0.0 0.0 -0.2
H -4.105 2.848 0.142 0.0 0.0 0.0
H -5.031 1.572 0.949 0.2 -0.1 0.1
H -4.670 1.443 -0.782 0.0 0.0 -0.1
H -4.062 -1.123 1.095 0.1 0.1 0.0
H -2.375 -1.518 0.623 -0.2 0.0 0.0
H -3.544 -1.047 -0.607 0.0 0.1 0.0
H -2.563 3.331 2.021 0.0 0.1 0.0
H -2.899 3.977 4.371 0.0 0.2 0.0
H -3.247 2.254 6.096 0.0 0.0 0.1
H -3.204 -0.133 5.469 0.0 -0.1 0.1
H -2.944 -0.794 3.125 0.0 -0.1 0.0
C 3.393 -4.059 0.397 -0.1 0.3 0.2
C 3.518 -2.550 0.574 0.7 -0.3 0.0
C 4.394 -2.265 1.799 -0.3 -0.1 -0.3
C 4.126 -1.918 -0.678 -0.3 -0.1 0.2
O 2.218 -1.967 0.828 -0.6 0.0 0.1
Si 0.805 -2.156 0.010 0.7 -1.4 -0.2
O 0.068 -0.689 0.133 0.0 -1.2 0.3
O -0.245 -3.240 0.583 0.2 0.4 -0.3
C -0.520 -3.961 1.787 -0.3 -0.5 0.5
C 0.039 -5.378 1.631 -0.1 0.4 0.0
C 0.107 -3.253 2.990 0.0 -0.2 -0.4
C -2.046 -4.032 1.931 0.4 0.0 -0.1
O 1.175 -2.430 -1.528 0.1 0.3 0.4
C 0.643 -3.245 -2.574 -0.1 -0.5 -0.6
C -0.875 -3.104 -2.585 0.4 0.0 0.1
C 1.285 -2.744 -3.869 -0.2 0.0 0.4
C 1.044 -4.702 -2.340 0.0 0.3 0.0
H 4.342 -4.484 0.086 0.1 0.0 0.0
H 2.651 -4.273 -0.362 -0.1 -0.2 -0.1
H 3.100 -4.526 1.335 0.0 -0.1 0.1
H 5.318 -2.830 1.706 0.1 0.0 0.0
H 3.888 -2.585 2.706 0.0 -0.1 0.1
H 4.643 -1.210 1.884 0.1 0.2 0.0
H 5.102 -2.353 -0.871 0.1 0.0 0.0
H 4.236 -0.841 -0.558 0.0 0.1 0.0
H 3.478 -2.107 -1.528 0.0 0.0 -0.1
H 1.100 -5.337 1.405 0.1 0.0 0.0
H -0.470 -5.891 0.818 0.0 -0.1 -0.1
H -0.102 -5.948 2.546 0.0 0.0 0.1
H 1.191 -3.319 2.932 0.1 0.0 0.1
H -0.233 -3.723 3.911 0.0 0.0 0.1
H -0.179 -2.199 2.981 -0.1 0.1 0.1
H -2.486 -4.263 0.964 -0.1 -0.1 -0.1
H -2.454 -3.090 2.287 -0.1 0.1 0.0
H -2.322 -4.813 2.636 0.0 0.0 0.1
H -1.147 -2.054 -2.493 -0.1 0.1 -0.1
H -1.283 -3.645 -1.737 -0.2 -0.1 0.1
H -1.291 -3.509 -3.501 -0.1 0.0 -0.1
H 1.134 -1.674 -3.966 0.0 0.1 -0.1
H 0.848 -3.254 -4.721 0.0 0.0 -0.1
H 2.356 -2.938 -3.861 0.1 0.0 0.0
H 0.728 -5.025 -1.351 -0.1 -0.1 0.1
H 2.123 -4.818 -2.439 0.0 -0.1 0.0
H 0.566 -5.340 -3.076 -0.1 -0.1 -0.1
```
Positions in Å, forces in eV/Å.

Output
**Spin multiplicity**: 1
**ΔE to the lowest compared entry with this formula, charge and spin**: 128.0 kJ/mol
**LUMO level**: -6.2 eV
**Total charge**: +2